Density functional theory data (ωB97M-V with the def2-TZVPD basis set) for one molecule with the formula C4H7N3O.

Element x y z (Å)
C (-3.55009, -0.10216, -0.01709)
C (-0.85676, 0.28168, -0.11602)
H (1.07990, -1.85657, -1.09002)
N (-0.17554, 1.39866, 0.00123)
H (1.53262, -1.64503, 1.31474)
H (-0.49033, 2.32593, 0.17421)
O (1.35147, 1.62176, -0.37791)
C (1.70674, -0.62065, 0.63221)
N (1.14648, -0.82605, -0.69000)
C (-2.37166, 0.23361, 0.05953)
H (-4.79890, -0.39829, -0.25191)
H (1.46161, 0.65313, -0.61281)
N (-0.32946, -0.82587, -0.38606)
H (1.49703, 0.33294, 1.12058)
H (2.79690, -0.57308, 0.23934)

Lowest unoccupied orbital energy: 0.9 eV
HOMO: -0.320 Eh
ΔE to the lowest compared entry with this formula, charge and spin: 9.100 eV
E: -395.81400 Ha
Kohn-Sham gap: 0.35252 hartree